Below is a cluster of 3 separate species, C13H11ClF16N5O3 in total, with properties calculated with ωB97M-V with the def2-TZVPD basis set.

Output
frontier orbital gap	8.11	eV
net charge	+1

Geometry as XYZ:
```
49
C13H11ClF16N5O3 | OMol25 | ωB97M-V with the def2-TZVPD basis set
O 6.951 -1.940 1.451
C 7.428 -0.981 0.783
N 7.672 0.123 0.044
N 6.843 1.119 0.561
C 7.147 2.294 1.373
N 5.811 2.858 1.555
C 4.803 2.001 0.889
N 3.460 2.120 0.833
Cl 2.444 1.039 -0.038
N 5.515 0.901 0.232
H 8.180 2.625 1.742
H 3.026 2.915 1.352
H 5.145 0.122 -0.342
C 0.606 -2.002 2.959
C 0.102 -1.463 1.606
C -0.344 -0.001 1.606
F -1.371 0.227 2.444
F -0.777 0.366 0.369
F -0.876 -2.276 1.142
F 1.139 -1.585 0.716
O -0.331 -2.742 3.748
C -1.204 -1.987 4.572
C -2.674 -2.126 4.162
F -2.876 -1.743 2.881
F -3.468 -1.342 4.933
F -0.786 -0.704 4.611
F -1.038 -2.469 5.826
H 1.386 -2.733 2.722
H 1.119 -1.236 3.549
H 0.478 0.665 1.877
H -3.011 -3.162 4.260
C -3.241 0.950 -2.137
C -3.466 -0.548 -2.424
C -2.433 -1.211 -3.332
F -2.387 -0.657 -4.560
F -2.738 -2.522 -3.521
F -4.723 -0.723 -2.901
F -3.434 -1.193 -1.218
O -3.990 1.877 -2.934
C -3.446 2.214 -4.198
C -4.325 1.752 -5.365
F -4.527 0.415 -5.342
F -3.741 2.038 -6.555
F -2.179 1.754 -4.277
F -3.350 3.566 -4.212
H -3.604 1.122 -1.119
H -2.180 1.212 -2.096
H -1.433 -1.165 -2.894
H -5.303 2.240 -5.333
```

Which charges does Löwdin predict for the atoms? In e, they are: 0.1725 -0.0330 0.1125 -0.1914 0.1040 0.1002 -0.2752 -0.3424 0.8045 0.1436 0.1745 0.1540 0.1724 -0.0500 -0.4349 -0.3300 0.1052 0.0676 0.1403 0.0509 0.0403 -0.4919 -0.2708 0.0929 0.1042 0.1276 0.1502 0.1502 0.1437 0.1317 0.1799 -0.0515 -0.4337 -0.2985 0.0912 0.0951 0.1328 0.1011 0.0357 -0.4952 -0.2730 0.0955 0.0986 0.1254 0.1418 0.1499 0.1346 0.1689 0.1780

***

Below is an isolated molecule of C13H11N5O2, with properties calculated with ωB97M-V with the def2-TZVPD basis set.

Output
frontier orbital gap	7.47	eV
relative energy (zero: lowest compared OMol25 entry of this formula, charge and spin)	0.0	kcal per mole
SMILES	[H]/N=c1/nc2n(C)nc(-c3ccccc3)c(O)c-2c(=O)[nH]1

Geometry as XYZ:
```
31
C13H11N5O2 | OMol25 | ωB97M-V with the def2-TZVPD basis set
O 1.792 -1.564 -2.899
N -1.197 0.211 0.893
N -1.327 -4.704 -2.387
N -1.553 -2.845 -1.052
O 1.834 0.482 -1.275
C 0.790 -1.915 -2.287
C -0.020 0.662 0.468
C -0.897 -3.549 -2.053
C -1.034 -1.727 -0.612
C 0.680 0.011 -0.678
C 0.199 -1.180 -1.184
C 1.754 4.068 2.433
C 2.584 3.103 1.842
C 0.385 3.852 2.478
C 2.008 1.962 1.240
C -0.204 2.738 1.837
C 0.590 1.818 1.172
N 0.172 -3.044 -2.766
N -1.772 -0.923 0.297
C -3.163 -1.251 0.656
H -0.892 -5.204 -3.160
H 2.005 -0.008 -2.095
H 2.216 4.950 2.856
H 3.686 3.230 1.842
H -0.236 4.572 2.972
H 2.742 1.290 0.794
H -1.295 2.615 1.885
H 0.631 -3.656 -3.444
H -3.792 -1.106 -0.239
H -3.194 -2.260 1.012
H -3.492 -0.629 1.454
```

Which charges does Löwdin predict for the atoms? In e, they are: 0.0645 0.1814 0.1137 0.1621 0.0795 -0.3782 -0.1207 -0.5043 -0.1949 -0.0986 0.0090 -0.0917 -0.0706 -0.0752 -0.0166 -0.0327 -0.1713 0.1730 -0.0808 -0.0119 0.0356 0.0770 0.1000 0.1122 0.0944 0.1080 0.1147 0.1718 0.1015 0.0769 0.0725

***

Below is a structure of composition C13H11N5O2PtS4, with properties calculated with ωB97M-V with the def2-TZVPD basis set.

Output
frontier orbital gap	7.98	eV
relative energy (zero: lowest compared OMol25 entry of this formula, charge and spin)	0.0	kcal per mole

Geometry as XYZ:
```
36
C13H11N5O2PtS4 | OMol25 | ωB97M-V with the def2-TZVPD basis set
Pt -0.081 -0.709 -0.462
C -2.655 1.579 -0.016
C -1.370 2.112 -0.546
N -0.266 1.422 -0.608
C 0.796 2.150 -1.125
C 0.466 3.415 -1.471
S -1.186 3.710 -1.133
C 2.107 1.498 -1.166
C 3.315 1.995 -1.535
S 4.516 0.802 -1.292
C 3.327 -0.297 -0.704
N 2.133 0.210 -0.707
C 3.643 -1.670 -0.221
H -2.489 0.563 0.339
H -3.419 1.569 -0.793
H -3.011 2.192 0.812
H 1.098 4.181 -1.887
H 3.557 2.972 -1.917
H 4.669 -1.951 -0.449
H 2.959 -2.381 -0.686
H 3.494 -1.718 0.858
O 0.231 -0.331 1.568
N -0.218 -1.257 2.369
C -0.029 -1.001 3.629
C 0.621 0.199 4.083
N 1.140 1.162 4.434
C -0.501 -1.950 4.593
N -0.877 -2.689 5.389
C -3.877 -1.891 -1.405
O -2.707 -2.479 -0.836
C -1.504 -2.136 -1.294
S -0.164 -3.027 -0.673
S -1.183 -0.980 -2.539
H -4.663 -2.634 -1.304
H -3.725 -1.641 -2.453
H -4.147 -0.990 -0.852
```

Which charges does Löwdin predict for the atoms? In e, they are: 0.8290 -0.0623 -0.6195 -0.0899 -0.2984 -0.3178 1.1112 -0.3256 -0.3288 1.0930 -0.6124 -0.0086 -0.0584 0.0641 0.0865 0.0908 0.0834 0.0783 0.0747 0.0670 0.0944 -0.3420 -0.0203 -0.3182 -0.1846 0.1605 -0.1859 0.1503 -0.0792 -0.2101 -1.3450 0.5917 0.5939 0.0964 0.0604 0.0815

***

Below is a structure of composition C13H12BF3N4O7S, with properties calculated with ωB97M-V with the def2-TZVPD basis set.

Output
frontier orbital gap	3.88	eV
relative energy (zero: lowest compared OMol25 entry of this formula, charge and spin)	46.4	kcal per mole

Geometry as XYZ:
```
41
C13H12BF3N4O7S | OMol25 | ωB97M-V with the def2-TZVPD basis set
C -0.398 -6.000 2.486
O 0.432 -6.079 1.302
C 0.601 -4.914 0.606
C 1.381 -4.968 -0.563
C 1.593 -3.851 -1.311
N 1.053 -2.629 -0.971
B 1.673 -2.026 -2.190
H 0.075 2.635 -1.356
C 0.312 -2.513 0.181
C 0.066 -3.655 0.956
H -0.408 -7.002 2.906
H 0.025 -5.292 3.204
H -1.413 -5.691 2.218
H 1.821 -5.896 -0.891
H 2.188 -3.868 -2.230
H 2.638 -1.351 -1.961
H 0.981 -1.936 -3.179
H -0.101 -1.565 0.531
H -0.547 -3.627 1.864
O 2.626 3.430 1.213
S 1.663 2.361 1.118
O 2.001 1.010 0.711
C 0.807 2.214 2.778
F 1.614 1.819 3.764
F 0.273 3.420 3.082
F -0.188 1.304 2.610
C 0.134 2.940 0.245
C -0.509 1.995 -0.678
C -1.808 2.413 -1.249
N -2.616 1.702 -2.103
O -2.670 0.548 -2.483
O -3.401 2.739 -2.818
N -3.003 3.973 -2.462
C -2.054 3.779 -1.474
C -1.137 4.739 -0.874
N -1.288 6.137 -0.936
O -2.143 6.669 -1.668
O -0.531 6.810 -0.184
C -0.036 4.306 -0.048
H -0.353 0.865 -0.526
H 0.645 5.054 0.380
```

Which charges does Löwdin predict for the atoms? In e, they are: -0.0299 -0.0395 -0.2095 0.0745 -0.0419 0.0341 0.0249 0.1439 0.0701 0.0568 0.1027 0.1033 0.1050 0.1409 0.1532 0.0812 0.0845 0.1495 0.1228 -0.2819 0.7730 -0.3358 -0.6360 0.1364 0.1260 0.0967 -0.3211 -0.1080 -0.1165 -0.1904 -0.0177 -0.0161 0.1101 -0.1473 -0.1137 -0.3642 0.0313 -0.0258 0.0078 0.1384 0.1285

***

Below is a structure of composition C13H12ClFeN4OS2, with properties calculated with ωB97M-V with the def2-TZVPD basis set.

Output
spin multiplicity	6
frontier orbital gap (alpha / beta)	7.30 / 5.87	eV
⟨S²⟩	8.772

Geometry as XYZ:
```
34
C13H12ClFeN4OS2 | OMol25 | ωB97M-V with the def2-TZVPD basis set
Fe -0.390 -0.517 0.024
C 0.620 -1.623 -4.479
C 0.495 -1.566 -2.978
S -0.254 -0.208 -2.339
C 1.010 -2.593 -2.169
C 1.777 -3.735 -2.778
S 0.882 -2.613 -0.480
H 0.096 -0.784 -4.928
H 0.193 -2.547 -4.872
H 1.668 -1.578 -4.786
H 1.518 -3.889 -3.824
H 1.596 -4.655 -2.225
H 2.849 -3.527 -2.727
Cl 1.146 0.679 5.284
C 1.774 0.220 3.745
C 3.078 -0.220 3.612
C 3.534 -0.550 2.348
C 2.669 -0.452 1.272
N 1.405 -0.045 1.407
C 0.967 0.297 2.624
H 3.720 -0.293 4.480
H 4.549 -0.887 2.194
H 2.985 -0.700 0.268
H -0.049 0.669 2.695
N 0.844 2.897 -0.073
C -0.380 2.430 -0.431
O -0.829 1.385 0.169
C -1.126 3.092 -1.398
C -2.417 2.612 -1.748
N -3.464 2.222 -2.029
C -0.543 4.175 -2.108
N -0.002 5.019 -2.679
H 1.264 3.637 -0.612
H 1.440 2.273 0.440
```

Which charges does Löwdin predict for the atoms? In e, they are: 0.5811 -0.1272 -0.7561 0.7930 -0.7707 -0.1239 0.6584 0.0630 0.0837 0.0915 0.0671 0.0693 0.0916 0.7127 -0.6461 -0.0681 -0.0316 -0.1518 -0.0309 -0.1499 0.1171 0.1159 0.1026 0.1143 0.1887 -0.5375 -0.2100 -0.2281 -0.2402 0.1405 -0.2324 0.1332 0.0982 0.0829

***

Below is a cluster of 2 separate species, C13H12F2NO in total, with properties calculated with ωB97M-V with the def2-TZVPD basis set.

Output
frontier orbital gap	6.90	eV
net charge	+1

Geometry as XYZ:
```
29
C13H12F2NO | OMol25 | ωB97M-V with the def2-TZVPD basis set
F 3.470 2.865 -0.132
C 2.125 2.691 0.112
C 1.346 3.824 0.334
C -0.017 3.634 0.611
C -0.576 2.370 0.565
C 0.198 1.226 0.191
C -0.499 0.012 -0.082
C 0.026 -1.225 -0.569
C -0.814 -2.382 -0.520
C -0.371 -3.613 -0.980
C 0.922 -3.773 -1.490
C 1.739 -2.649 -1.546
F 3.008 -2.783 -2.062
C 1.319 -1.386 -1.149
C 1.613 1.401 0.108
H 1.777 4.817 0.309
H -0.640 4.494 0.848
H -1.630 2.224 0.809
H -1.584 0.116 -0.102
H -1.820 -2.286 -0.112
H -1.038 -4.470 -0.953
H 1.265 -4.732 -1.861
H 1.967 -0.535 -1.324
H 2.287 0.556 0.037
N -2.709 -0.602 1.745
O -2.995 0.820 1.952
H -3.163 -0.772 0.847
H -1.697 -0.633 1.643
H -3.512 0.790 2.772
```

Which charges does Löwdin predict for the atoms? In e, they are: 0.0665 -0.1993 0.0745 -0.0169 0.0234 -0.1560 0.1042 -0.1641 0.0097 -0.0237 0.0632 -0.2026 0.0684 0.0824 0.0860 0.1412 0.1287 0.1088 0.1173 0.1122 0.1265 0.1403 0.1164 0.1205 -0.0083 -0.1360 0.0745 0.0440 0.0979